Computed, not measured: a cluster of 14 separate species, C32H53Cl26FI3N4O2 in total in a non-equilibrium geometry, with ωB97M-V/def2-TZVPD.

CARTESIAN COORDINATES (ANGSTROEM)
C: 1.23 3.34 4.23
C: 2.27 4.11 3.41
F: 2.10 5.47 3.58
C: 2.34 3.87 1.89
N: 2.48 2.42 1.49
C: 3.34 1.56 2.39
C: 2.56 0.53 3.24
N: 3.12 0.46 4.59
C: 2.85 2.27 0.03
I: 4.93 2.78 -0.28
C: 2.48 0.83 -0.35
C: 3.33 0.19 -1.44
O: 3.38 0.56 -2.56
I: 4.40 -1.53 -0.75
C: 2.03 3.27 -0.85
N: 0.87 3.78 -0.15
C: 1.20 4.54 1.03
I: 1.98 6.46 0.36
C: -0.10 4.84 1.79
C: -1.28 5.19 0.85
C: -2.18 3.99 0.63
O: -1.94 3.10 -0.16
N: -3.31 3.98 1.46
C: -4.29 2.96 1.14
C: -4.32 1.78 1.86
C: -5.26 0.81 1.58
C: -6.19 1.03 0.57
C: -6.16 2.20 -0.16
C: -5.20 3.17 0.12
H: 1.73 2.74 4.98
H: 0.55 2.72 3.65
H: 0.63 4.07 4.77
H: 3.25 3.89 3.83
H: 3.27 4.34 1.56
H: 1.54 2.01 1.55
H: 4.02 0.99 1.76
H: 3.99 2.18 3.01
H: 2.66 -0.44 2.76
H: 1.49 0.76 3.26
H: 2.42 0.76 5.26
H: 3.29 -0.50 4.84
H: 2.49 0.17 0.51
H: 1.45 0.84 -0.73
H: 1.68 2.75 -1.74
H: 2.66 4.09 -1.18
H: 0.26 3.00 0.10
H: 0.03 5.66 2.47
H: -0.41 3.94 2.33
H: -1.86 5.96 1.35
H: -0.95 5.55 -0.12
H: -3.77 4.88 1.34
H: -3.59 1.62 2.64
H: -5.29 -0.11 2.14
H: -6.93 0.27 0.35
H: -6.89 2.36 -0.94
H: -5.18 4.08 -0.47
C: 1.03 9.24 -2.72
Cl: 2.65 9.49 -2.05
Cl: -0.20 10.15 -1.84
H: 1.04 9.56 -3.75
H: 0.79 8.18 -2.65
C: -6.25 -3.47 1.97
Cl: -6.64 -2.64 0.46
Cl: -5.50 -2.35 3.13
H: -7.15 -3.87 2.40
H: -5.55 -4.27 1.76
C: -1.39 8.46 3.95
Cl: -2.49 7.19 3.35
Cl: -1.29 9.82 2.84
H: -1.77 8.81 4.90
H: -0.40 8.03 4.06
C: 8.52 0.08 -1.28
Cl: 8.15 0.71 0.33
Cl: 8.28 -1.66 -1.40
H: 7.86 0.57 -1.98
H: 9.56 0.30 -1.52
C: 2.42 -4.80 -1.01
Cl: 2.53 -6.38 -1.79
Cl: 2.20 -4.92 0.74
H: 3.33 -4.25 -1.20
H: 1.57 -4.28 -1.43
C: 1.38 -8.99 -4.31
Cl: 0.47 -8.91 -5.83
Cl: 3.04 -9.54 -4.57
H: 1.41 -8.00 -3.88
H: 0.88 -9.69 -3.65
C: 4.82 -7.95 -7.80
Cl: 3.90 -7.88 -9.31
Cl: 6.48 -8.48 -8.06
H: 4.84 -6.96 -7.37
H: 4.33 -8.65 -7.14
C: -2.40 0.71 -2.26
Cl: -3.36 -0.61 -1.60
Cl: -0.70 0.23 -2.43
H: -2.78 0.96 -3.25
H: -2.46 1.55 -1.59
C: 7.34 -1.43 3.26
Cl: 8.59 -2.28 4.17
Cl: 6.12 -0.69 4.32
H: 7.80 -0.65 2.68
H: 6.84 -2.14 2.61
C: -9.48 -5.88 3.29
Cl: -8.82 -4.72 4.45
Cl: -8.42 -6.11 1.89
H: -9.60 -6.83 3.79
H: -10.44 -5.51 2.94
C: -3.37 -5.43 3.41
Cl: -4.38 -6.59 2.52
Cl: -1.65 -5.71 3.14
H: -3.62 -4.43 3.07
H: -3.58 -5.54 4.46
C: -1.54 -5.77 -4.27
Cl: 0.15 -5.76 -3.74
Cl: -2.49 -4.52 -3.46
H: -1.57 -5.59 -5.34
H: -1.96 -6.74 -4.03
C: -3.27 -3.91 -8.19
Cl: -2.07 -5.06 -7.58
Cl: -4.23 -3.20 -6.89
H: -2.75 -3.11 -8.71
H: -3.93 -4.43 -8.86

Summary:
**Net charge**: +1
**HOMO-LUMO gap**: 8.20 eV
**E_LUMO**: -2.98 eV
**Relative energy (zero: lowest compared OMol25 entry of this formula, charge and spin)**: 0.0 kcal/mol
**E_tot**: -14578.29003 Eh

Here are the Löwdin charges for atoms 1 to 99, given in e: atom 1 (C): 0.00, atom 2 (C): -0.31, atom 3 (F): -0.02, atom 4 (C): -0.23, atom 5 (N): -0.04, atom 6 (C): -0.14, atom 7 (C): -0.24, atom 8 (N): 0.00, atom 9 (C): -0.68, atom 10 (I): 1.11, atom 11 (C): -0.23, atom 12 (C): -0.87, atom 13 (O): 0.04, atom 14 (I): 0.95, atom 15 (C): -0.24, atom 16 (N): -0.03, atom 17 (C): -0.73, atom 18 (I): 1.05, atom 19 (C): -0.21, atom 20 (C): -0.13, atom 21 (C): -0.44, atom 22 (O): 0.07, atom 23 (N): 0.12, atom 24 (C): -0.26, atom 25 (C): -0.02, atom 26 (C): -0.09, atom 27 (C): -0.09, atom 28 (C): -0.07, atom 29 (C): -0.03, atom 30 (H): 0.07, atom 31 (H): 0.07, atom 32 (H): 0.11, atom 33 (H): 0.14, atom 34 (H): 0.07, atom 35 (H): 0.17, atom 36 (H): 0.07, atom 37 (H): 0.12, atom 38 (H): 0.12, atom 39 (H): 0.11, atom 40 (H): 0.06, atom 41 (H): 0.05, atom 42 (H): 0.06, atom 43 (H): 0.09, atom 44 (H): 0.13, atom 45 (H): 0.04, atom 46 (H): 0.11, atom 47 (H): 0.08, atom 48 (H): 0.11, atom 49 (H): 0.03, atom 50 (H): 0.11, atom 51 (H): 0.13, atom 52 (H): 0.11, atom 53 (H): 0.02, atom 54 (H): 0.08, atom 55 (H): 0.11, atom 56 (H): 0.12, atom 57 (C): -1.03, atom 58 (Cl): 0.48, atom 59 (Cl): 0.51, atom 60 (H): 0.03, atom 61 (H): 0.01, atom 62 (C): -1.02, atom 63 (Cl): 0.55, atom 64 (Cl): 0.55, atom 65 (H): -0.07, atom 66 (H): -0.03, atom 67 (C): -1.00, atom 68 (Cl): 0.56, atom 69 (Cl): 0.53, atom 70 (H): 0.03, atom 71 (H): 0.02, atom 72 (C): -1.00, atom 73 (Cl): 0.49, atom 74 (Cl): 0.50, atom 75 (H): 0.02, atom 76 (H): 0.03, atom 77 (C): -1.06, atom 78 (Cl): 0.52, atom 79 (Cl): 0.49, atom 80 (H): -0.06, atom 81 (H): 0.01, atom 82 (C): -1.04, atom 83 (Cl): 0.51, atom 84 (Cl): 0.52, atom 85 (H): -0.08, atom 86 (H): 0.03, atom 87 (C): -1.04, atom 88 (Cl): 0.50, atom 89 (Cl): 0.50, atom 90 (H): 0.02, atom 91 (H): -0.02, atom 92 (C): -1.00, atom 93 (Cl): 0.53, atom 94 (Cl): 0.52, atom 95 (H): 0.03, atom 96 (H): -0.02, atom 97 (C): -1.04, atom 98 (Cl): 0.53, atom 99 (Cl): 0.52